Entry 1:
27
Properties=species:S:1:pos:R:3:forces:R:3:mulliken_spin:R:1 method="wB97M-V/def2-TZVPD" relative_energy_ev=1.223 total_charge=-1 s_squared=0.76 spin_multiplicity=2 homo_energy_ha="0.02788 / -0.11851"
C -1.83471 -3.95354 1.53470 -1.090 1.166 0.266 0.028
C -2.71524 -2.71481 1.90395 -0.034 -0.207 -0.642 -0.003
H -0.91141 -3.80152 2.06550 0.669 -0.405 -0.242 -0.003
H -2.32227 -4.86479 1.88279 0.188 -0.069 -0.051 0.001
H -1.71678 -3.98710 0.45217 0.352 -0.190 0.148 -0.010
H -2.90252 -2.05137 1.04808 0.381 -0.128 0.211 0.009
H -2.28192 -2.11823 2.70460 0.019 -0.019 -0.037 0.003
H -3.69577 -3.03868 2.21140 -0.448 -0.109 0.324 -0.004
C 1.44970 -1.13005 0.67300 -1.202 2.192 0.105 -0.056
C 2.94838 -0.75009 0.69974 0.722 -0.664 0.488 0.017
C 0.68985 0.00518 -0.00838 -0.889 1.239 0.114 -0.136
C 0.46839 -0.02114 -1.38487 0.466 -1.968 0.471 0.499
C 0.23171 1.11754 0.72832 1.172 -2.602 -0.095 0.213
C 0.13196 1.19302 -2.11312 -0.211 -1.062 1.566 0.163
C -0.35183 2.21611 0.07035 -0.564 0.293 0.656 0.293
C -0.25872 2.25604 -1.30624 0.893 0.146 -1.492 -0.162
O -0.37985 3.53430 -1.82167 -0.670 1.022 -0.057 0.005
H 1.03007 -2.05194 0.25268 0.984 -0.247 -0.003 0.015
H 1.11351 -1.03751 1.71135 -0.030 -0.601 0.059 0.008
H 3.63885 -1.40195 0.13904 -0.314 -0.123 0.226 0.010
H 0.52891 -1.10127 -1.71219 0.005 1.407 -0.861 0.013
H 0.34572 0.91295 1.78065 -0.259 0.939 0.586 0.026
H 0.31398 1.11932 -3.15910 -0.086 0.897 -0.831 0.029
H -0.82865 3.02533 0.61569 0.259 0.086 -0.188 0.048
H -0.29358 3.58507 -2.77418 0.000 -0.594 -0.127 0.008
H 3.22972 -0.76098 1.77214 0.357 -0.123 -0.572 -0.010
H 3.18548 0.26537 0.34879 -0.671 -0.276 -0.024 -0.002

=====

Entry 2:
17
Properties=species:S:1:pos:R:3:forces:R:3:nbo_charge:R:1 method="wB97M-V/def2-TZVPD" relative_energy_ev=0.957 total_charge=+1 homo_energy_ha=-0.53733
C 0.91135 -1.21962 1.55995 0.415 0.182 -1.056 -0.414
N -1.06398 1.54061 0.27158 1.286 -0.292 -0.403 -0.757
C 0.01420 0.81404 0.57928 -1.420 -0.551 1.120 0.435
N 0.04016 -0.48465 0.60766 1.302 -0.722 0.592 -0.499
H 0.40984 -1.32615 2.50673 -0.222 0.169 0.368 0.225
H 1.06713 -2.22102 1.16265 0.244 0.115 -0.025 0.229
H 1.85652 -0.68914 1.67271 -0.038 -0.162 0.048 0.225
H -1.83023 1.08348 -0.20870 -0.237 -0.076 0.412 0.435
H -1.19503 2.26120 0.95495 -0.331 0.865 -0.478 0.426
H 0.83855 1.33452 1.05723 -0.055 -0.104 0.049 0.219
H -0.60518 -1.11302 0.16505 -0.908 0.588 -0.413 0.445
H 2.82119 -0.76132 -1.04173 0.094 -0.234 -0.069 0.476
H 3.09347 0.68932 -1.40608 -0.553 -0.425 -0.036 0.486
O 2.36480 0.05096 -1.27067 0.514 0.719 0.120 -0.959
H -3.27549 -0.52834 -1.22776 -0.459 -0.182 -0.089 0.501
H -2.06110 -0.04512 -2.01086 0.077 0.041 -0.709 0.493
O -2.31995 -0.50114 -1.21404 0.291 0.071 0.570 -0.965

=====

Entry 3:
33
Properties=species:S:1:pos:R:3:forces:R:3:mulliken_spin:R:1 method="wB97M-V/def2-TZVPD" total_charge=+1 s_squared=2.01 spin_multiplicity=3 homo_energy_ha="-0.35278 / -0.47089"
C 1.69531 0.35084 0.26423 1.702 1.919 1.181 0.006
C 2.10137 1.63609 -0.05977 -2.839 0.578 -0.663 0.045
C 0.52832 -0.17562 1.04760 -1.016 2.615 0.629 -0.032
C -0.59577 -0.13873 0.00944 0.247 0.977 4.227 0.672
C 0.26203 -2.32453 -0.62695 1.020 2.543 -2.534 -0.010
C -1.43206 -1.21140 -2.05725 1.089 -1.663 0.970 -0.023
C -1.44513 1.66584 -1.45951 -1.566 -0.380 -1.621 0.017
C -1.72154 1.77897 0.98272 -1.753 0.190 -0.160 0.020
C 0.30760 -1.65777 2.96783 -2.392 1.754 1.300 0.010
N 2.70670 -0.39332 -0.18426 -1.088 -4.039 0.984 0.019
N 3.54970 0.23165 -0.84332 2.173 0.504 -2.197 0.004
N 3.14689 1.48193 -0.90071 -2.372 -0.905 3.022 0.002
N -0.63743 -1.12519 -0.84227 1.074 -4.362 -4.019 0.516
N -1.36559 0.99168 -0.16198 0.276 0.426 -1.245 0.595
O 0.85956 -1.32431 1.74370 0.622 -0.277 -0.893 0.013
H 0.10797 0.60817 1.73092 1.281 -0.551 0.009 -0.025
H -0.15223 -2.93888 0.10423 -1.000 -1.508 0.836 0.015
H 0.41732 -2.69988 -1.67573 -0.257 -0.309 1.405 0.008
H 1.23506 -1.99937 -0.21374 -0.505 -0.271 -0.630 0.015
H -0.90145 -1.00480 -2.98460 0.348 0.186 0.046 0.027
H -1.75591 -2.24397 -2.07527 -0.301 -0.196 -0.394 0.008
H -2.25042 -0.60823 -1.91996 -2.089 1.320 -0.198 0.008
H -0.97721 2.61095 -1.37619 0.646 1.099 0.058 0.022
H -1.11753 1.15814 -2.39474 0.636 -0.071 1.405 0.006
H -2.49713 1.86926 -1.78684 0.386 -0.002 0.993 0.028
H -2.42115 1.19587 1.58472 0.191 -0.136 0.218 0.010
H -0.92140 2.12358 1.60011 0.911 -0.092 0.324 0.021
H -2.24757 2.68093 0.69361 -0.131 0.040 -0.414 0.005
H 0.75267 -2.50900 3.35872 1.292 -1.659 0.235 0.002
H -0.77251 -1.91969 2.92747 0.343 0.371 -0.293 -0.002
H 0.42192 -0.89502 3.78070 0.014 -0.081 -0.884 0.001
H 3.59627 2.22352 -1.27553 2.338 2.249 -1.661 -0.002
H 1.52335 2.56229 0.04262 0.719 -0.267 -0.035 -0.001

=====

Entry 4:
22
Properties=species:S:1:pos:R:3:forces:R:3:nbo_charge:R:1 method="wB97M-V/def2-TZVPD" relative_energy_ev=5.635 total_charge=+1 homo_energy_ha=-0.48748
C 0.88709 0.60450 0.85421 1.188 -1.541 1.498 -0.267
C 1.27921 -0.00607 -0.52230 -2.032 0.483 -0.339 -0.251
C -0.33130 -1.55224 -1.97451 -0.687 0.922 -0.489 0.292
C -0.86555 2.15265 0.91624 -0.643 2.868 1.940 -0.456
C -0.08662 -1.99527 0.32135 1.893 0.420 -2.332 -0.406
N -0.46462 0.76493 1.26464 -2.006 1.995 -1.803 -0.672
N -1.20158 -0.59165 -1.96227 -0.696 1.193 0.191 -0.736
N 0.59502 -1.37915 -0.85538 1.857 1.192 2.072 -0.436
H 1.42481 0.12884 1.73466 -0.305 -0.346 -1.473 0.232
H 1.41453 1.51478 0.83752 0.624 1.738 -0.105 0.216
H 1.03215 0.44774 -1.51471 0.223 1.068 1.394 0.226
H 2.36777 -0.00173 -0.43936 -0.019 -1.074 -0.413 0.252
H -0.69464 0.71238 2.24733 0.750 -0.656 0.082 0.397
H -0.56204 2.49959 -0.08940 -0.230 -0.696 0.251 0.200
H -2.02549 2.41428 1.05491 2.647 -0.894 -0.200 0.235
H -0.22336 2.92527 1.64170 -1.785 -1.698 -1.697 0.188
H -0.46811 -2.85248 -0.01683 -2.172 -3.270 -1.453 0.230
H 0.48891 -2.31088 1.08414 2.784 -0.359 2.449 0.231
H -0.75578 -1.31994 0.62666 -2.717 2.226 1.145 0.241
H -1.36767 0.24628 -1.33475 0.778 -1.320 -0.373 0.416
H -1.87407 -0.60215 -2.71063 -0.246 -0.228 -0.221 0.428
H 1.43135 -1.79969 -1.16323 0.794 -2.025 -0.122 0.439

=====

Entry 5:
65
Properties=species:S:1:pos:R:3:forces:R:3:nbo_charge:R:1 method="wB97M-V/def2-TZVPD" relative_energy_ev=1.440 total_charge=-1 homo_energy_ha="-0.11621 / -0.11628"
Ir -0.11250 0.46962 -0.14817 1.667 0.007 1.735 0.904
C -1.91872 0.23032 3.68432 -0.150 0.019 -0.091 -0.270
C -3.28225 0.48098 3.50929 0.327 -0.085 0.108 -0.168
C -3.75602 0.65913 2.23703 0.217 -0.029 -0.074 -0.243
C -2.88080 0.60108 1.13589 0.343 0.005 0.537 0.376
N -1.56334 0.34027 1.31688 -0.229 -0.010 -0.096 -0.441
C -1.11074 0.17564 2.57059 0.128 -0.093 0.271 0.073
N -3.47507 0.80326 -0.07115 0.724 0.216 -2.310 -0.528
C -2.82438 1.02822 -1.19747 -0.265 0.066 1.332 0.467
N -1.48421 1.23131 -1.42535 0.208 -0.327 -0.074 -0.562
C -1.23218 1.31493 -2.77141 1.269 0.198 -0.196 0.445
N -0.08238 1.38057 -3.42108 -2.396 -0.201 0.737 -0.534
C 1.14047 1.22944 -2.84666 0.417 -0.052 0.593 0.378
C 2.21684 1.55923 -3.69007 -0.079 -0.079 0.209 -0.245
C 3.50422 1.43260 -3.25114 0.181 -0.121 0.301 -0.166
C 3.72378 0.94815 -1.96097 -0.175 0.031 -0.116 -0.272
C 2.63560 0.63206 -1.17853 0.107 0.058 -0.298 0.076
N 1.36063 0.76932 -1.58343 -0.034 0.103 -0.434 -0.440
C -2.52570 1.28470 -3.47260 -0.669 -0.110 0.107 0.001
C -2.84315 1.31862 -4.81996 -0.002 0.066 0.376 -0.203
C -4.18178 1.17479 -5.16036 -0.236 -0.043 0.107 -0.210
C -5.16681 0.99165 -4.18448 0.075 0.019 -0.273 -0.214
C -4.84812 0.94769 -2.83421 0.385 0.136 0.009 -0.171
C -3.51524 1.10179 -2.49328 0.152 0.022 -0.715 -0.088
H -1.48279 0.08808 4.66300 0.000 0.008 -0.007 0.220
H -3.95167 0.53610 4.35732 -0.004 0.004 0.038 0.209
H -4.79443 0.85940 2.02786 -0.059 0.002 -0.031 0.223
H -0.04306 -0.00482 2.64633 -0.296 0.071 -0.012 0.241
H 1.97474 1.91208 -4.67787 -0.056 0.035 -0.100 0.224
H 4.33070 1.69685 -3.89471 0.087 0.016 -0.034 0.208
H 4.71550 0.81713 -1.56226 0.114 -0.009 0.054 0.219
H 2.74936 0.24007 -0.18870 0.032 -0.123 0.328 0.240
H -2.07406 1.45144 -5.56479 0.084 -0.016 -0.059 0.228
H -4.47062 1.19127 -6.20253 -0.029 0.007 -0.042 0.207
H -6.19727 0.86825 -4.49301 -0.005 0.014 -0.018 0.207
H -5.59753 0.79885 -2.07455 -0.088 -0.048 0.116 0.227
Se 0.62161 2.79948 0.95371 -0.689 0.400 -0.604 -0.212
C 1.94021 2.44108 2.27132 -0.009 -0.458 -0.076 -0.130
C 2.43053 3.50926 3.02793 -0.148 0.023 -0.189 -0.305
C 3.40057 3.28388 3.97975 0.018 0.245 0.074 0.027
N 3.92568 2.09621 4.25574 0.284 0.039 0.293 -0.465
C 3.45350 1.08282 3.54561 0.026 -0.299 -0.019 0.033
C 2.48722 1.18907 2.56633 -0.236 0.253 -0.202 -0.340
H 2.05376 4.50697 2.86529 -0.042 0.130 -0.014 0.215
H 3.78143 4.11442 4.56249 0.017 0.102 0.041 0.175
H 3.87242 0.11038 3.77568 0.028 -0.116 0.001 0.182
H 2.14686 0.30580 2.04581 -0.031 0.140 -0.184 0.249
C 0.10300 -2.66501 -1.74190 -0.198 0.070 -0.039 -0.619
C 0.56714 -3.21625 -0.43467 0.023 0.170 0.110 -0.104
C 0.68400 -4.58364 -0.29398 -0.016 -0.133 0.066 -0.190
C 1.11121 -5.18204 0.88158 0.025 0.014 0.076 -0.331
C 1.41814 -4.35483 1.95431 0.052 -0.174 -0.046 -0.224
C 1.31609 -2.98467 1.87270 0.072 -0.259 0.296 -0.033
C 1.61198 -2.12541 3.06571 0.215 -0.026 -0.101 -0.628
C 0.90046 -2.35548 0.66982 0.174 -0.283 0.561 0.138
N 0.86924 -1.03533 0.61789 -1.472 0.834 -2.376 -0.822
H -0.11044 -3.47825 -2.43924 0.008 0.021 0.023 0.197
H 0.84948 -2.01707 -2.19426 0.136 0.202 -0.099 0.205
H -0.80732 -2.06577 -1.62937 0.019 0.071 -0.012 0.209
H 0.43287 -5.20427 -1.14863 -0.005 -0.027 -0.011 0.184
H 1.19817 -6.25232 0.96041 0.018 -0.209 0.021 0.190
H 1.74479 -4.78854 2.89025 0.050 -0.092 0.145 0.184
H 2.09658 -2.70525 3.84776 0.055 -0.082 0.118 0.200
H 0.70017 -1.69891 3.48503 -0.064 0.034 0.059 0.197
H 2.26365 -1.28645 2.80716 -0.056 -0.345 0.111 0.202

=====

Entry 6:
14
Properties=species:S:1:pos:R:3:forces:R:3:nbo_charge:R:1 method="wB97M-V/def2-TZVPD" relative_energy_ev=1.420 total_charge=0 smiles="C[C@@H](C=O)CO" homo_energy_ha=-0.36998
C 0.70690 0.62997 1.21431 2.701 0.576 -1.374 -0.605
C -0.26686 -0.14882 0.39035 -0.859 0.215 0.317 -0.371
C -0.95943 0.98726 -0.25488 -1.532 -0.245 -2.201 0.458
O -1.06145 1.11515 -1.46474 0.257 0.125 0.685 -0.561
C 0.35684 -1.10584 -0.61952 0.837 0.112 0.722 -0.049
O -0.54938 -1.61925 -1.52096 -0.909 0.023 -0.770 -0.712
H 1.44889 -0.03435 1.60277 0.576 -0.453 0.561 0.223
H 0.35204 1.24624 2.01571 -0.570 0.247 0.239 0.226
H 1.29445 1.27931 0.46465 -0.701 -0.585 1.277 0.207
H -0.97733 -0.67707 1.03442 -0.056 -0.051 -0.052 0.230
H -1.43668 1.74848 0.37462 0.134 0.098 0.402 0.126
H 1.18957 -0.61839 -1.13482 0.102 0.254 0.013 0.160
H 0.77690 -1.96360 -0.10634 0.187 -0.082 0.343 0.182
H -0.87446 -0.83908 -1.99556 -0.166 -0.234 -0.162 0.486